{
  "formula": "C23H22O9",
  "method": "ωB97M-V with the def2-TZVPD basis set",
  "largest_force_ev_per_a": 19.0,
  "homo_lumo_gap_ev": 7.71,
  "de_lowest_kj_mol": 1798.1,
  "smiles": "CCOC(=O)c1oc2cc(OCC(=O)OC)ccc2c(=O)c1-c1ccc(OC)c(OC)c1",
  "spin_multiplicity": 1,
  "charge": 0,
  "homo_energy_ev": -7.93,
  "symbols": ["C", "C", "O", "C", "O", "C", "O", "C", "C", "C", "O", "C", "C", "O", "O", "C", "C", "C", "C", "C", "O", "C", "C", "C", "C", "C", "O", "C", "C", "O", "C", "C", "H", "H", "H", "H", "H", "H", "H", "H", "H", "H", "H", "H", "H", "H", "H", "H", "H", "H", "H", "H", "H", "H"],
  "coordinates": [[0.418, 4.961, -1.099], [0.947, 4.353, 0.146], [0.316, 2.857, 0.155], [0.936, 1.967, -0.210], [1.929, 2.078, -0.701], [0.281, 0.758, -0.185], [-1.016, 0.878, -0.237], [-1.765, -0.036, 0.081], [-3.223, -0.117, 0.043], [-4.050, -1.276, 0.119], [-5.399, -1.048, 0.164], [-6.124, 0.286, 0.121], [-7.444, -0.091, 0.156], [-8.423, 0.988, 0.311], [-7.983, -1.322, -0.110], [-9.333, -1.674, -0.158], [-3.447, -2.398, 0.268], [-2.152, -2.636, 0.124], [-1.241, -1.405, 0.096], [0.123, -1.742, 0.264], [0.761, -2.839, 0.314], [0.910, -0.416, -0.039], [2.464, -0.554, 0.146], [3.051, 0.453, 1.113], [4.378, 0.249, 1.095], [5.240, -0.879, 0.265], [6.467, -0.700, 0.598], [7.274, 0.121, 1.420], [4.550, -1.405, -0.521], [5.101, -2.539, -1.390], [6.380, -2.824, -1.285], [3.135, -1.400, -0.770], [-0.692, 4.981, -1.328], [0.993, 4.455, -2.101], [0.775, 5.906, -1.148], [0.533, 5.015, 0.960], [1.941, 4.305, 0.194], [-3.558, 0.979, 0.225], [-5.587, 0.517, -0.869], [-5.735, 0.913, 0.763], [-9.863, -1.147, 0.672], [-9.584, -1.060, -1.030], [-9.309, -2.716, -0.272], [-4.287, -3.205, 0.375], [-1.651, -3.543, 0.283], [2.607, 1.078, 1.723], [4.998, 0.573, 1.931], [8.269, -0.183, 1.394], [7.121, 1.243, 0.929], [7.080, -0.201, 2.387], [7.199, -1.841, -1.671], [6.494, -3.511, -1.994], [6.621, -3.172, -0.471], [2.575, -2.035, -1.244]],
  "nbo_charge": [-0.634, -0.047, -0.459, 0.695, -0.592, 0.174, -0.403, 0.455, -0.371, 0.344, -0.515, -0.170, 0.738, -0.652, -0.459, -0.255, -0.286, -0.094, -0.262, 0.504, -0.592, -0.081, 0.019, -0.224, -0.185, 0.269, -0.521, -0.228, 0.187, -0.525, -0.145, -0.171, 0.235, 0.216, 0.216, 0.204, 0.208, 0.204, 0.269, 0.232, 0.218, 0.207, 0.209, 0.223, 0.247, 0.203, 0.185, 0.195, 0.200, 0.190, 0.080, 0.173, 0.134, 0.234]
}

---

{
  "formula": "C23H23AsGdOP",
  "method": "ωB97M-V with the def2-TZVPD basis set",
  "largest_force_ev_per_a": 2.7,
  "homo_lumo_gap_ev": [4.99, 4.63],
  "s_squared": 16.5959,
  "spin_multiplicity": 8,
  "charge": 0,
  "homo_energy_ev": [-5.14, -5.15],
  "symbols": ["C", "C", "C", "C", "C", "Gd", "P", "H", "H", "H", "H", "H", "H", "H", "H", "O", "As", "C", "C", "C", "C", "C", "C", "C", "C", "C", "C", "C", "C", "C", "C", "C", "C", "C", "C", "H", "H", "H", "H", "H", "H", "H", "H", "H", "H", "H", "H", "H", "H", "H"],
  "coordinates": [[-0.551, 0.220, -4.934], [-1.344, 1.396, -4.799], [-0.476, 2.465, -4.445], [0.858, 2.057, -4.674], [0.849, 0.638, -4.899], [1.335, -1.067, -1.382], [-0.130, -3.457, -2.207], [-0.908, -0.804, -4.990], [-2.429, 1.427, -4.815], [-0.793, 3.489, -4.312], [1.717, -0.006, -4.895], [1.748, 2.654, -4.560], [0.923, -4.239, -2.857], [-1.238, -4.003, -2.950], [-0.271, -4.297, -1.018], [0.078, 0.480, -0.798], [0.021, 0.343, 0.958], [-0.069, 2.064, 1.826], [-1.110, 2.287, 2.736], [-1.168, 3.502, 3.428], [-0.180, 4.470, 3.222], [0.885, 4.214, 2.351], [0.946, 3.006, 1.643], [-1.554, -0.708, 1.214], [-2.465, -0.775, 0.158], [-3.560, -1.632, 0.263], [-3.793, -2.337, 1.448], [-2.918, -2.209, 2.532], [-1.778, -1.405, 2.415], [1.652, -0.725, 1.112], [1.609, -2.089, 1.484], [2.816, -2.779, 1.633], [4.027, -2.152, 1.343], [4.072, -0.842, 0.878], [2.876, -0.121, 0.707], [-1.861, 1.514, 2.907], [-1.987, 3.686, 4.125], [-0.238, 5.421, 3.747], [1.674, 4.956, 2.218], [1.773, 2.802, 0.961], [-2.302, -0.186, -0.741], [-4.239, -1.731, -0.587], [-4.659, -2.989, 1.525], [-3.107, -2.744, 3.469], [-1.078, -1.318, 3.241], [0.654, -2.545, 1.762], [2.800, -3.814, 1.987], [4.959, -2.704, 1.477], [5.026, -0.353, 0.664], [2.905, 0.940, 0.430]],
  "mulliken_spin": [-0.003, 0.011, 0.003, -0.006, 0.023, 6.137, -0.006, 0.000, 0.000, 0.000, -0.005, 0.001, 0.002, 0.021, -0.003, 0.001, 0.034, 0.018, -0.008, -0.003, 0.012, -0.007, 0.009, -0.042, 0.047, 0.004, 0.001, 0.004, 0.013, 0.094, 0.126, 0.026, 0.244, -0.083, 0.244, -0.003, 0.000, 0.001, -0.001, 0.002, 0.007, 0.000, 0.000, 0.000, 0.006, 0.027, -0.003, 0.032, -0.010, 0.035]
}

---

{
  "formula": "C23H23AsOPPb",
  "method": "ωB97M-V with the def2-TZVPD basis set",
  "largest_force_ev_per_a": 1.9,
  "homo_lumo_gap_ev": [5.77, 3.54],
  "spin_multiplicity": 1,
  "charge": -1,
  "homo_energy_ev": [-3.03, -0.78],
  "symbols": ["C", "C", "C", "C", "C", "Pb", "P", "H", "H", "H", "H", "H", "H", "H", "H", "O", "As", "C", "C", "C", "C", "C", "C", "C", "C", "C", "C", "C", "C", "C", "C", "C", "C", "C", "C", "H", "H", "H", "H", "H", "H", "H", "H", "H", "H", "H", "H", "H", "H", "H"],
  "coordinates": [[-4.098, -1.719, 0.818], [-4.924, -2.746, 0.417], [-4.953, -3.116, -0.943], [-4.347, -2.246, -1.897], [-3.584, -1.196, -1.428], [-2.217, -2.423, -0.143], [-1.141, -1.750, 3.086], [-4.087, -1.344, 1.860], [-5.560, -3.297, 1.128], [-5.533, -3.981, -1.262], [-3.122, -0.446, -2.098], [-4.518, -2.468, -2.962], [0.180, -2.233, 3.345], [-1.683, -2.181, 4.339], [-0.896, -0.415, 3.495], [-1.039, -0.379, -0.092], [0.448, 0.458, -0.208], [0.845, 1.243, 1.525], [0.023, 2.281, 1.998], [0.269, 2.842, 3.255], [1.320, 2.370, 4.047], [2.120, 1.312, 3.585], [1.876, 0.748, 2.333], [1.814, -0.838, -0.647], [3.170, -0.590, -0.392], [4.120, -1.600, -0.591], [3.719, -2.854, -1.068], [2.376, -3.082, -1.389], [1.430, -2.063, -1.218], [0.502, 1.806, -1.632], [-0.319, 2.941, -1.538], [-0.199, 3.964, -2.489], [0.719, 3.841, -3.539], [1.505, 2.690, -3.657], [1.401, 1.669, -2.706], [-0.824, 2.614, 1.398], [-0.375, 3.649, 3.619], [1.514, 2.816, 5.024], [2.922, 0.926, 4.210], [2.468, -0.102, 1.993], [3.489, 0.384, -0.029], [5.168, -1.411, -0.364], [4.453, -3.659, -1.194], [2.059, -4.053, -1.771], [0.387, -2.215, -1.514], [-1.059, 3.007, -0.740], [-0.828, 4.848, -2.406], [0.816, 4.649, -4.272], [2.196, 2.584, -4.490], [1.998, 0.764, -2.799]],
  "nbo_charge": [-0.623, -0.270, -0.455, -0.275, -0.586, 1.056, 0.043, 0.197, 0.196, 0.197, 0.209, 0.197, -0.008, -0.021, 0.019, -1.224, 1.874, -0.370, -0.305, -0.191, -0.319, -0.235, -0.271, -0.407, -0.149, -0.246, -0.213, -0.219, -0.186, -0.414, -0.241, -0.204, -0.269, -0.243, -0.172, 0.208, 0.200, 0.195, 0.199, 0.208, 0.221, 0.209, 0.207, 0.214, 0.236, 0.216, 0.205, 0.200, 0.202, 0.207]
}